[1]
Entry from the Open Molecules 2025 dataset: a 2-piece molecular cluster, BrH5Si2 overall (ωB97M-V with the def2-TZVPD basis set).

Results
energy above the lowest of the compared OMol25 structures with the same formula, charge and spin	136.5	kJ/mol
lowest unoccupied orbital energy	-1.16	eV

Last column: Löwdin charge in e.
Geometry (Å):
Si (-1.6722, 0.4849, -0.8432)  0.20
Si (2.8669, -0.2687, 2.0265)  0.57
Br (-0.4703, 0.3054, -2.7638)  0.10
H (-0.7495, 0.1268, 0.3915)  -0.09
H (-2.0572, 1.9090, -1.1982)  -0.11
H (-2.8463, -0.4144, -1.1874)  -0.11
H (1.7095, -0.5191, 1.1129)  -0.29
H (3.2189, -1.6240, 2.4617)  -0.28


[2]
Entry from the Open Molecules 2025 dataset: a 5-piece molecular cluster, C47H85ClF5N4O3S overall (ωB97M-V with the def2-TZVPD basis set).

Results
lowest unoccupied orbital energy	-4.99	eV
net charge	+1

Last column: Löwdin charge in e.
Geometry (Å):
N (0.6026, -6.6326, 1.4574)  0.12
C (-0.0829, -5.7666, 2.1732)  -0.46
N (0.4793, -5.3607, 3.4950)  0.06
N (-1.3860, -5.1841, 1.7743)  0.00
C (-1.0694, -4.1451, 0.7031)  -0.21
C (-0.7719, -2.7515, 1.4444)  -0.16
C (-0.1182, -1.6044, 0.4915)  -0.18
C (0.2951, -2.1170, -0.9671)  -0.13
C (1.1283, -1.0772, -1.8478)  0.02
C (2.6081, -0.7920, -1.3547)  0.01
C (3.1951, -1.4583, -0.0304)  -0.13
C (3.3782, -0.4670, 1.2330)  -0.15
C (3.0104, 1.0640, 0.9824)  -0.17
C (4.1167, 2.1733, 0.7953)  -0.04
C (3.8173, 3.6691, 0.5442)  -0.05
C (2.3496, 4.2005, 0.4866)  -0.05
C (1.2289, 3.1526, 0.7096)  -0.05
C (1.5414, 1.6279, 0.9424)  -0.02
C (3.5008, 0.1518, -2.1878)  0.04
C (5.0099, 0.5580, -1.9606)  -0.25
F (5.6490, 0.0697, -0.8104)  0.08
F (5.1007, 1.9891, -2.1184)  0.06
C (5.8544, -0.0370, -3.2315)  -0.30
F (5.9833, 0.8871, -4.2849)  0.11
F (7.1416, -0.5118, -2.8372)  0.10
F (5.1592, -1.1753, -3.7493)  0.07
C (2.8190, 0.8030, -3.4531)  0.06
C (1.3527, 0.4951, -3.8280)  -0.44
Cl (0.7238, 1.3836, -5.3010)  0.70
N (0.5735, -0.4349, -3.0458)  -0.02
C (-0.8499, -0.7652, -3.4585)  -0.14
C (-1.8419, 0.0626, -2.4990)  -0.20
C (-3.4067, -0.2378, -2.7289)  -0.18
S (-4.2901, 0.5907, -1.2883)  0.75
O (-5.5547, 1.2737, -1.7045)  -0.29
O (-3.3126, 1.6532, -0.7899)  -0.37
O (-4.4661, -0.5314, -0.0617)  -0.19
H (1.4543, -6.8262, 2.0132)  0.06
H (-0.1701, -4.6719, 3.9243)  0.07
H (1.3243, -4.8070, 3.2717)  0.08
H (-1.8162, -4.6846, 2.5651)  0.10
H (-0.1962, -4.5777, 0.1141)  0.11
H (-2.0298, -4.0104, 0.0846)  0.13
H (-1.7118, -2.3233, 1.9677)  0.12
H (-0.0345, -2.9869, 2.3013)  0.10
H (-0.9005, -0.7490, 0.4695)  0.10
H (0.7604, -1.1691, 1.1054)  0.08
H (-0.6405, -2.5345, -1.4647)  0.11
H (0.9944, -3.0267, -0.8090)  0.13
H (2.6158, -2.3727, 0.3430)  0.11
H (4.2441, -1.8617, -0.3106)  0.13
H (2.6999, -0.8341, 2.0894)  0.11
H (4.4582, -0.5036, 1.6437)  0.13
H (5.2296, 1.8761, 0.8419)  0.10
H (4.6581, 4.4190, 0.3825)  0.10
H (2.0513, 5.2803, 0.2945)  0.09
H (0.1233, 3.4805, 0.7107)  0.08
H (0.6341, 0.9620, 1.0987)  0.06
H (3.4329, 1.5265, -4.1086)  0.13
H (-1.0262, -1.9081, -3.4226)  0.14
H (-1.0848, -0.4560, -4.5297)  0.11
H (-1.6856, 1.1803, -2.7583)  0.14
H (-1.4912, -0.0546, -1.4204)  0.09
H (-3.6442, -1.3527, -2.8081)  0.12
H (-3.7017, 0.3018, -3.7082)  0.14
H (-3.6550, -0.4313, 0.5054)  0.09
C (2.8740, -1.1765, -6.4167)  -0.13
C (3.9073, -0.2618, -7.0596)  -0.27
C (3.6990, -0.0734, -8.5628)  -0.22
C (3.8163, -1.3473, -9.4044)  -0.22
C (5.1482, -2.0916, -9.2821)  -0.27
C (6.3402, -1.2727, -9.7564)  -0.11
H (2.9200, -2.1885, -6.8241)  0.08
H (3.0504, -1.2459, -5.3393)  0.04
H (1.8633, -0.7875, -6.5691)  0.04
H (4.9127, -0.6461, -6.8574)  0.10
H (3.8524, 0.7201, -6.5758)  0.09
H (4.4157, 0.6710, -8.9256)  0.11
H (2.7061, 0.3608, -8.7310)  0.11
H (3.6542, -1.0815, -10.4553)  0.11
H (3.0042, -2.0338, -9.1411)  0.10
H (5.0889, -3.0037, -9.8843)  0.11
H (5.3107, -2.4154, -8.2490)  0.10
H (6.2150, -0.9705, -10.7995)  0.08
H (7.2549, -1.8667, -9.6854)  0.07
H (6.4822, -0.3754, -9.1494)  0.07
C (1.2752, -9.7119, -0.1434)  -0.12
C (2.5600, -8.9604, -0.4618)  -0.28
C (2.9778, -9.0666, -1.9294)  -0.23
C (3.2942, -10.4824, -2.4197)  -0.23
C (4.3936, -11.2124, -1.6446)  -0.27
C (5.7484, -10.5240, -1.7307)  -0.12
H (1.3811, -10.7850, -0.3169)  0.07
H (1.0074, -9.5717, 0.9070)  0.06
H (0.4473, -9.3418, -0.7548)  0.08
H (3.3641, -9.3158, 0.1920)  0.10
H (2.4132, -7.9029, -0.2183)  0.08
H (3.8472, -8.4204, -2.0944)  0.10
H (2.1768, -8.6559, -2.5558)  0.11
H (3.5839, -10.4245, -3.4755)  0.11
H (2.3828, -11.0891, -2.3926)  0.10
H (4.4889, -12.2236, -2.0531)  0.11
H (4.1060, -11.3308, -0.5953)  0.10
H (6.0721, -10.4294, -2.7707)  0.08
H (6.5007, -11.1092, -1.1957)  0.07
H (5.7253, -9.5281, -1.2819)  0.06
C (-3.6255, 6.6139, 5.0291)  -0.10
C (-3.6981, 5.1385, 5.3979)  -0.27
C (-2.3427, 4.4318, 5.3434)  -0.23
C (-1.6786, 4.3948, 3.9641)  -0.23
C (-2.5077, 3.7408, 2.8563)  -0.27
C (-2.8015, 2.2733, 3.1179)  -0.11
H (-3.2876, 6.7573, 4.0005)  0.07
H (-4.6134, 7.0737, 5.1198)  0.05
H (-2.9423, 7.1477, 5.6963)  0.08
H (-4.4200, 4.6333, 4.7470)  0.10
H (-4.0929, 5.0534, 6.4155)  0.11
H (-2.4648, 3.4092, 5.7173)  0.10
H (-1.6578, 4.9257, 6.0424)  0.11
H (-0.7249, 3.8610, 4.0552)  0.11
H (-1.4223, 5.4142, 3.6560)  0.10
H (-1.9533, 3.8209, 1.9151)  0.08
H (-3.4433, 4.2884, 2.7090)  0.11
H (-1.8738, 1.7040, 3.2307)  0.07
H (-3.3584, 1.8473, 2.2782)  0.05
H (-3.4054, 2.1343, 4.0174)  0.07
C (-8.7252, 11.2249, 8.0228)  -0.11
C (-8.7982, 9.7497, 8.3927)  -0.27
C (-7.4428, 9.0430, 8.3399)  -0.23
C (-6.7774, 9.0049, 6.9612)  -0.23
C (-7.6046, 8.3501, 5.8518)  -0.27
C (-7.9030, 6.8812, 6.1126)  -0.11
H (-8.3862, 11.3678, 6.9945)  0.07
H (-9.7126, 11.6855, 8.1120)  0.07
H (-8.0426, 11.7592, 8.6900)  0.08
H (-9.5194, 9.2440, 7.7415)  0.10
H (-9.1940, 9.6654, 9.4099)  0.10
H (-7.5653, 8.0208, 8.7143)  0.10
H (-6.7585, 9.5374, 9.0393)  0.11
H (-5.8238, 8.4712, 7.0539)  0.10
H (-6.5208, 10.0241, 6.6528)  0.10
H (-7.0471, 8.4319, 4.9127)  0.10
H (-8.5412, 8.8958, 5.7016)  0.10
H (-6.9775, 6.3100, 6.2285)  0.06
H (-8.4581, 6.4572, 5.2716)  0.07
H (-8.5101, 6.7450, 7.0105)  0.07


[3]
Entry from the Open Molecules 2025 dataset: a 15-piece molecular cluster, C5H41NO15 overall (ωB97M-V with the def2-TZVPD basis set).

Results
energy above the lowest of the compared OMol25 structures with the same formula, charge and spin	505.0	kJ/mol
lowest unoccupied orbital energy	-0.15	eV

Last column: Löwdin charge in e.
Geometry (Å):
C (0.4867, -3.1876, 0.6546)  -0.24
O (1.7503, -3.6017, 1.1910)  -0.05
C (0.4698, -1.8563, -0.1034)  -0.15
C (1.3457, -0.8737, 0.7394)  -0.18
C (1.1309, 0.5878, 0.3984)  -0.24
C (2.7561, 0.9641, -1.2352)  -0.12
N (2.3999, 1.2825, 0.1528)  -0.11
H (0.0992, -3.9669, 0.0140)  0.07
H (-0.0454, -3.0815, 1.6021)  0.13
H (2.3894, -3.5919, 0.5277)  0.04
H (-0.5593, -1.5936, -0.3347)  0.11
H (1.0625, -1.8761, -1.0260)  0.09
H (0.9931, -0.9111, 1.7504)  0.06
H (2.3499, -1.2538, 0.6017)  0.11
H (0.4102, 0.8195, -0.4212)  0.10
H (0.5784, 1.1654, 1.1363)  0.09
H (3.5623, 1.6565, -1.4605)  0.08
H (3.2935, 0.0118, -1.2739)  0.09
H (1.8964, 1.0551, -1.8991)  0.04
H (2.2566, 2.2921, 0.1367)  0.06
H (-3.7082, 2.0387, -1.2485)  0.05
H (-2.9260, 1.5975, -0.1022)  -0.01
O (-2.8455, 1.7318, -1.0567)  -0.03
H (1.6103, -1.4274, 3.5762)  0.01
H (1.4420, -0.2552, 4.2334)  0.03
O (0.9981, -1.0870, 4.1961)  -0.02
H (-2.5526, -3.3314, -1.3209)  0.04
H (-1.1849, -3.9982, -1.0269)  -0.01
O (-2.0859, -3.9100, -0.7053)  -0.05
H (-0.8477, -1.3864, -3.1335)  -0.02
H (-1.7145, -0.1926, -3.1440)  0.02
O (-1.7766, -1.1657, -3.2367)  -0.06
H (-1.8830, -0.8446, 3.4143)  0.06
H (-0.4887, -0.4962, 3.4085)  -0.01
O (-1.3298, -0.0937, 3.1584)  -0.06
H (2.8447, 1.0033, 2.9145)  0.06
H (3.6069, 0.0539, 2.0124)  0.05
O (2.9823, 0.0615, 2.7515)  -0.06
H (-1.5964, 2.9807, -1.5501)  -0.01
H (-0.9323, 4.0734, -2.4603)  0.06
O (-1.2857, 3.8897, -1.5786)  -0.05
H (-3.8361, -0.3576, 1.3804)  0.05
H (-5.0443, 0.4284, 0.8263)  0.09
O (-4.0843, 0.2874, 0.7301)  -0.05
H (1.4782, 4.3893, -0.3344)  0.08
H (-0.0298, 3.8964, -0.3279)  0.04
O (0.9016, 3.6613, -0.0829)  -0.08
H (-0.8206, 2.0729, -3.5534)  0.05
H (0.2323, 1.5559, -2.6065)  0.01
O (0.0404, 1.6087, -3.5584)  -0.05
H (-2.7135, 1.0034, 2.2888)  0.02
H (-2.3797, 1.9013, 0.9858)  -0.01
O (-2.7505, 1.8771, 1.8622)  -0.06
H (0.7675, -0.9608, -4.3657)  0.07
H (1.5919, -0.3375, -3.2790)  0.04
O (1.1255, -1.1754, -3.4913)  -0.07
H (1.1221, -4.1580, -1.9150)  0.02
H (1.3599, -3.0494, -3.0511)  0.01
O (0.7972, -3.7755, -2.7333)  -0.06
H (0.6917, 3.4725, 1.7544)  0.00
H (-0.3611, 3.3104, 2.9386)  0.03
O (0.5805, 3.3113, 2.7311)  -0.09


| no. | electronic energy (eV) | HOMO level (eV) | frontier orbital gap (eV) |
| --- | --- | --- | --- |
| 1 | -85876.094 | -8.66 | 7.5 |
| 2 | -99148.880 | -11.40 | 6.4 |
| 3 | -38050.812 | -9.35 | 9.2 |